{"formula": "C17H52O9", "method": "ωB97M-V with the def2-TZVPD basis set", "total_charge": 0, "smiles": "CCO.CCO.CCO.CCO.CCO.CCO.CCO.CCO.CO", "spin_multiplicity": 1, "de_lowest_kcal_mol": 65.2, "gap_ev": 9.78, "e_lumo_ha": 0.014, "elements": ["O", "O", "O", "O", "O", "O", "O", "O", "O", "C", "C", "C", "C", "C", "C", "C", "C", "C", "C", "C", "C", "C", "C", "C", "C", "C", "H", "H", "H", "H", "H", "H", "H", "H", "H", "H", "H", "H", "H", "H", "H", "H", "H", "H", "H", "H", "H", "H", "H", "H", "H", "H", "H", "H", "H", "H", "H", "H", "H", "H", "H", "H", "H", "H", "H", "H", "H", "H", "H", "H", "H", "H", "H", "H", "H", "H", "H", "H"], "coordinates": [[-2.2906, -3.5096, 0.6679], [1.4943, -0.5842, -2.6009], [1.4638, 1.4760, -4.5762], [-0.3669, -1.5193, -0.3300], [-0.0181, 5.2601, 0.2685], [2.8040, -3.4066, 2.8350], [-2.1271, 2.2781, 5.2577], [-4.1326, -1.4897, 1.2447], [4.1151, 2.7820, 0.4368], [-0.7243, 2.1165, -3.7324], [-4.0153, 0.2395, 2.9472], [0.1586, 1.7618, -4.9743], [1.8232, -1.9003, -2.9572], [3.0079, -1.9997, -3.9498], [-1.3605, 3.0342, 3.1413], [2.1953, -3.2482, 1.5695], [-0.4319, -0.5729, 0.6916], [-2.8848, -4.2308, -0.3886], [-4.5917, -1.0884, 2.4966], [0.7244, 0.4250, 0.5794], [-1.9853, 3.4236, 4.4994], [-2.1934, -3.8053, -1.6440], [0.8599, -3.9882, 1.4989], [4.3251, 2.5943, -0.9226], [1.0336, 4.3800, 0.5262], [3.6610, 1.3024, -1.3801], [0.5853, 0.9826, -0.3467], [0.0245, -3.4952, 1.9961], [-2.1084, -2.7298, -1.7995], [-1.4085, -0.0896, 0.7190], [0.2264, 2.5261, -5.7485], [2.5967, 1.5317, -1.3288], [3.4211, -3.0082, -3.9699], [-1.7603, 2.1944, -4.0621], [-1.5248, 4.1931, 5.1190], [-2.8560, -5.2818, -0.1013], [-2.7246, -4.0827, -2.5544], [-2.9287, -2.8906, 1.0301], [-4.2348, -0.7483, 0.6434], [-3.9233, -3.8998, -0.4011], [1.0769, -0.6450, -1.7385], [-0.5998, 2.2556, 3.1971], [1.9260, 4.8316, 0.0928], [-2.9703, 3.8022, 4.2262], [0.9208, -4.9983, 1.9040], [2.0726, -2.4291, -2.0373], [-0.2228, 0.8423, -5.4183], [-4.4472, -1.8936, 3.2170], [2.8367, -3.6094, 0.7656], [-1.1677, -4.1482, -1.7795], [0.1047, 6.0026, 0.8645], [-5.6773, -1.0012, 2.4527], [-0.4382, 2.9964, -3.1562], [4.9362, 2.5155, 0.8567], [2.3289, -2.9130, 3.5075], [-0.9066, 3.9034, 2.6653], [-0.6198, 1.3248, -2.9906], [2.0059, -2.1939, 1.3675], [0.9936, -2.5210, -3.2958], [0.5337, -4.0374, 0.4600], [-2.9665, -0.0271, 3.0780], [-2.1100, 2.6326, 2.4593], [1.3805, 0.9431, -3.7820], [3.8988, 3.4632, -1.4240], [2.7210, -1.6829, -4.9525], [3.8872, 0.9985, -2.4021], [0.8059, 1.0644, 1.4584], [1.6984, -0.0559, 0.4887], [1.2146, 4.1919, 1.5845], [3.8956, 0.4919, -0.6901], [5.4008, 2.4852, -1.0605], [0.8458, 3.4419, 0.0040], [-0.2847, -1.0622, 1.6544], [-4.4706, 0.5542, 3.8862], [-1.2557, 2.0436, 5.5850], [-4.1083, 1.0582, 2.2335], [-0.9581, -2.2324, -0.0780], [3.7908, -1.3248, -3.6039]]}